45
Properties=species:S:1:pos:R:3:forces:R:3 method="wB97M-V/def2-TZVPD" s2=0.760 mol_weight_g_mol=443.42 lumo_ev="-0.1 / -1.0" homo_lumo_gap_ev="6.6 / 5.7" e_above_lowest_kcal_mol=18.9 homo_energy_ev="-6.68 / -6.67" fmax_ev_per_a=2.7 spin_multiplicity=2
Ti -0.5515 -0.2756 -0.4085 2.356 0.218 -1.273
C -0.7056 -1.2973 3.9020 0.089 0.038 -0.133
C -0.8455 -1.1591 2.4214 0.170 0.304 0.113
N -0.3676 -0.1331 1.7249 -0.061 -0.478 0.407
O 0.4748 0.7280 2.4303 0.057 0.107 0.186
C -1.4678 -2.1157 1.5635 0.104 -0.525 -0.054
C -2.3070 -3.2905 1.9460 0.023 0.182 -0.098
N -1.0721 -1.8334 0.3403 -1.339 -1.149 1.291
O -1.5421 -1.9148 -0.8821 -0.486 -0.891 -0.176
H -0.2613 -0.3958 4.3138 -0.015 -0.039 0.051
H -0.0589 -2.1448 4.1373 -0.026 -0.008 0.055
H -1.6751 -1.4689 4.3718 -0.011 -0.033 -0.016
H 1.2777 0.7228 1.8802 0.073 0.047 -0.108
H -2.4022 -3.3604 3.0277 -0.032 -0.017 0.001
H -1.8513 -4.2083 1.5732 -0.030 -0.027 0.022
H -3.3028 -3.2099 1.5051 -0.026 -0.033 0.020
S -0.2155 0.1244 -2.7452 0.074 -0.215 -0.410
C 1.5300 0.0322 -2.8794 0.193 0.097 -0.081
C 2.1183 0.3201 -4.1173 -0.060 -0.011 0.059
C 3.4870 0.2678 -4.2951 -0.023 0.034 -0.031
C 4.3103 -0.0837 -3.2316 0.108 -0.029 0.013
C 3.7495 -0.3792 -2.0036 -0.093 0.021 -0.013
C 2.3671 -0.3246 -1.8132 0.173 0.067 -0.082
S 1.7334 -0.7326 -0.2177 -0.095 0.065 -0.250
H 1.4619 0.5837 -4.9374 0.053 0.027 -0.025
H 3.9143 0.5091 -5.2605 -0.005 -0.035 -0.004
H 5.3841 -0.1342 -3.3630 -0.014 0.017 0.012
H 4.3736 -0.6546 -1.1621 0.032 -0.013 -0.028
C -2.3169 3.5975 -0.0525 0.303 -0.163 0.211
S -1.5052 2.2056 0.7798 -1.071 0.724 0.097
O -0.5779 1.6671 -0.2999 -0.074 1.518 0.163
C -2.8722 1.0544 0.6997 -0.090 0.020 0.007
C -3.5277 0.6942 1.8716 0.038 0.089 0.001
C -4.5262 -0.2616 1.8156 0.034 0.071 0.046
C -4.8414 -0.8676 0.6038 0.007 -0.020 -0.058
C -4.1751 -0.5071 -0.5568 -0.115 0.000 -0.034
C -3.1920 0.4737 -0.5246 -0.273 0.289 0.136
H -2.6613 3.2813 -1.0339 0.006 -0.043 0.004
H -1.5840 4.3977 -0.1409 0.014 -0.025 -0.011
H -3.1445 3.9173 0.5798 -0.011 -0.015 -0.010
H -3.2430 1.1634 2.8059 -0.013 -0.079 0.034
H -5.0480 -0.5450 2.7205 0.000 -0.018 -0.012
H -5.6065 -1.6321 0.5695 -0.007 0.012 -0.017
H -4.4158 -0.9833 -1.4969 0.021 -0.016 0.006
H -2.7102 0.7999 -1.4433 0.044 -0.066 -0.008